# 1
ORCA calculation (the ωB97M-V functional and the def2-TZVPD basis) on a 2-piece molecular cluster, C4H9OS overall at a distorted geometry.

- Maximum force: 0.034 hartree/bohr
- Net charge: -1
- ΔE to the lowest compared entry with this formula, charge and spin: 28.2 kcal/mol
- Kohn-Sham gap: 5.97 eV

Geometry as XYZ:
```
15
Properties=species:S:1:pos:R:3:nbo_charge:R:1
C -1.748 1.428 0.053 -0.55
C -0.648 1.900 0.654 0.11
O -0.772 2.842 1.678 -0.72
H -1.614 0.905 -0.910 0.25
H -2.733 1.652 0.413 0.18
H 0.356 1.535 0.415 0.23
H 0.126 3.157 1.907 0.47
C 1.402 -2.176 -0.193 -0.63
C 0.255 -1.386 -0.843 -0.54
S 0.949 0.172 -1.496 -0.70
H 1.831 -1.508 0.623 0.20
H 2.268 -2.299 -0.878 0.20
H 1.091 -3.125 0.294 0.16
H -0.469 -1.177 -0.009 0.17
H -0.293 -1.919 -1.708 0.18
```

=====

# 2
ORCA calculation (the ωB97M-V functional and the def2-TZVPD basis) on a 2-piece molecular cluster, C5H8N2O3 overall at a distorted geometry.

- SMILES: N#CC(=O)[C@@H](O)[C@H]1CN1.O
- Maximum force: 0.094 hartree/bohr
- ΔE to the lowest compared entry with this formula, charge and spin: 86.9 kcal/mol
- Kohn-Sham gap: 9.17 eV

Geometry as XYZ:
```
18
Properties=species:S:1:pos:R:3:nbo_charge:R:1
N 2.968 -0.093 -0.632 -0.25
C 2.104 0.547 -0.156 0.17
C 0.852 1.283 0.195 0.47
O 0.828 2.479 0.272 -0.44
C -0.258 0.394 0.746 0.00
O -1.117 1.055 1.629 -0.68
C -1.042 -0.355 -0.325 -0.11
C -1.592 0.377 -1.491 -0.26
N -0.579 -0.656 -1.672 -0.56
H 0.282 -0.270 1.436 0.21
H -1.414 1.875 1.215 0.48
H -1.623 -1.174 0.105 0.22
H -2.593 0.131 -1.849 0.21
H -1.286 1.415 -1.656 0.20
H 0.336 -0.273 -1.890 0.36
O 1.369 -2.486 1.474 -1.03
H 0.559 -2.035 1.752 0.50
H 2.205 -2.213 0.847 0.54
```

=====

# 3
ORCA calculation (the ωB97M-V functional and the def2-TZVPD basis) on C11H12ClNO2Pd as an isolated structure at a distorted geometry.

- Maximum force: 0.114 hartree/bohr
- Net charge: +2
- ΔE to the lowest compared entry with this formula, charge and spin: 30.5 kcal/mol
- Kohn-Sham gap (alpha / beta): 8.45 / 6.11 eV
- Spin multiplicity: 5

Geometry as XYZ:
```
28
Properties=species:S:1:pos:R:3:nbo_charge:R:1
Cl 3.526 1.912 -0.315 0.04
C -1.174 2.694 1.110 -0.22
C -2.040 1.877 0.259 -0.17
C -1.479 1.792 -1.027 -0.04
H -3.007 1.523 0.567 0.28
C -0.190 2.418 -0.991 0.10
C 0.021 2.996 0.348 -0.27
H 0.910 3.574 0.617 0.30
H -1.358 2.983 2.129 0.29
H -1.899 1.356 -1.940 0.29
C 0.749 2.625 -2.135 -0.70
Pd 0.145 1.022 1.065 0.83
C -1.097 -0.008 2.179 0.54
C 2.205 0.970 1.276 0.39
O -1.402 -0.803 2.951 -0.29
O 2.939 0.406 1.975 -0.28
H 0.624 1.773 -2.870 0.27
H 1.813 2.654 -1.727 0.27
H 0.530 3.611 -2.658 0.31
C -0.500 -4.672 0.423 -0.60
C 0.529 -3.914 -0.440 -0.54
C 0.362 -2.439 -0.454 0.44
N 0.206 -1.291 -0.704 -0.50
H -0.445 -4.391 1.491 0.22
H -0.418 -5.773 0.402 0.26
H -1.523 -4.447 0.077 0.22
H 1.529 -4.201 -0.138 0.28
H 0.443 -4.249 -1.469 0.28
```

=====

# 4
ORCA calculation (the ωB97M-V functional and the def2-TZVPD basis) on one molecule with the formula C15H17N3OS.

- SMILES: O=C(CCSCCc1ccccn1)Nc1ccccn1
- Maximum force: 0.011 hartree/bohr
- ΔE to the lowest compared entry with this formula, charge and spin: 6.2 kcal/mol
- Kohn-Sham gap: 9.31 eV

Geometry as XYZ:
```
37
Properties=species:S:1:pos:R:3:nbo_charge:R:1
O 3.189 -0.659 -1.470 -0.61
C 2.569 0.372 -1.338 0.69
C 1.847 1.046 -2.494 -0.50
C 0.396 0.572 -2.578 -0.51
S -0.601 1.060 -1.121 0.16
C -0.548 -0.471 -0.132 -0.51
C -1.549 -1.518 -0.614 -0.45
C -2.955 -1.020 -0.438 0.21
C -3.625 -0.355 -1.459 -0.24
C -4.901 0.124 -1.217 -0.17
C -5.465 -0.081 0.032 -0.27
C -4.716 -0.758 0.982 0.04
N -3.497 -1.213 0.758 -0.44
N 2.412 1.036 -0.158 -0.62
C 2.860 0.679 1.109 0.36
C 3.715 -0.394 1.360 -0.28
C 4.083 -0.629 2.672 -0.15
C 3.597 0.197 3.677 -0.29
C 2.755 1.235 3.315 0.05
N 2.393 1.473 2.067 -0.46
H 2.356 0.764 -3.418 0.24
H 1.873 2.130 -2.384 0.22
H -0.091 1.026 -3.441 0.23
H 0.347 -0.511 -2.667 0.22
H -0.787 -0.162 0.886 0.24
H 0.470 -0.857 -0.164 0.22
H -1.412 -2.417 -0.011 0.24
H -1.364 -1.760 -1.663 0.21
H -3.155 -0.214 -2.420 0.22
H -5.446 0.647 -1.989 0.22
H -6.457 0.275 0.263 0.22
H -5.107 -0.948 1.974 0.19
H 1.790 1.836 -0.135 0.43
H 4.068 -1.010 0.551 0.26
H 4.744 -1.450 2.908 0.22
H 3.866 0.039 4.709 0.22
H 2.344 1.913 4.051 0.19
```

=====

# 5
ORCA calculation (the ωB97M-V functional and the def2-TZVPD basis) on C35H30BrN3O3TeZn as an isolated structure at a distorted geometry.

- Maximum force: 0.024 hartree/bohr
- Net charge: +2
- Kohn-Sham gap: 7.37 eV

Geometry as XYZ:
```
74
Properties=species:S:1:pos:R:3:lowdin_charge:R:1
Zn -0.589 1.509 0.087 0.51
C -3.024 3.268 0.009 -0.02
O -2.516 1.964 0.328 -0.24
C -3.446 0.981 0.639 -0.18
C -4.820 1.120 0.624 -0.04
C -5.607 -0.002 0.877 -0.65
Br -7.483 0.179 0.824 0.83
C -5.042 -1.232 1.155 -0.03
C -3.654 -1.360 1.201 -0.06
C -2.878 -0.242 0.930 -0.16
O -1.494 -0.256 0.825 -0.03
C -3.056 -2.667 1.473 -0.27
N -3.593 -3.793 1.134 0.20
C -2.716 -4.782 1.547 -0.21
C -2.829 -6.166 1.452 0.01
C -1.810 -6.926 1.989 -0.07
C -0.686 -6.334 2.579 -0.07
C -0.553 -4.961 2.671 -0.02
C -1.595 -4.200 2.161 -0.19
N -1.802 -2.825 2.074 0.14
H -3.575 3.674 0.857 0.12
H -3.669 3.227 -0.868 0.12
H -2.162 3.895 -0.205 0.09
H -5.301 2.060 0.403 0.11
H -5.652 -2.106 1.335 0.13
H -1.193 -1.186 0.759 0.13
H -3.693 -6.610 0.978 0.12
H -1.878 -8.005 1.961 0.11
H 0.099 -6.967 2.968 0.11
H 0.323 -4.510 3.120 0.11
H -1.410 -2.173 2.735 0.15
C 1.016 -0.110 3.280 0.01
C 1.831 0.190 2.055 -0.34
O 1.279 0.652 1.045 -0.14
C 3.269 -0.048 2.094 -0.16
C 3.856 -0.919 3.022 -0.01
C 5.228 -1.070 3.059 -0.04
C 6.034 -0.342 2.191 -0.03
C 5.462 0.517 1.260 -0.05
C 4.090 0.658 1.207 -0.01
H -0.015 0.210 3.136 0.07
H 1.446 0.399 4.143 0.11
H 1.043 -1.180 3.494 0.09
H 3.245 -1.505 3.696 0.12
H 5.672 -1.755 3.768 0.12
H 7.110 -0.441 2.247 0.12
H 6.089 1.083 0.584 0.11
H 3.632 1.343 0.507 0.11
Te 0.765 0.590 -1.912 1.58
C -0.265 0.924 -3.751 -0.49
C -0.961 2.101 -3.992 -0.14
C -1.542 2.300 -5.235 -0.06
C -1.436 1.323 -6.217 -0.05
C -0.759 0.140 -5.959 -0.05
C -0.165 -0.064 -4.722 -0.14
C 2.270 2.056 -2.233 -0.49
C 3.551 1.567 -2.471 -0.15
C 4.572 2.460 -2.761 -0.06
C 4.309 3.821 -2.823 -0.05
C 3.028 4.296 -2.582 -0.06
C 1.999 3.415 -2.279 -0.13
H -1.058 2.863 -3.228 0.08
H -2.079 3.216 -5.440 0.12
H -1.887 1.485 -7.186 0.12
H -0.693 -0.623 -6.722 0.12
H 0.377 -0.981 -4.525 0.10
H 3.746 0.503 -2.437 0.10
H 5.568 2.084 -2.957 0.12
H 5.104 4.514 -3.061 0.12
H 2.820 5.356 -2.638 0.12
H 1.005 3.798 -2.088 0.09
N -0.425 3.547 2.649 0.24
C -0.349 2.986 1.651 0.04
H -0.478 4.067 3.509 0.14
```

=====

# 6
ORCA calculation (the ωB97M-V functional and the def2-TZVPD basis) on one molecule with the formula C2H4N2P2 at a distorted geometry.

- SMILES: Pn1cpcn1
- Maximum force: 0.076 hartree/bohr
- ΔE to the lowest compared entry with this formula, charge and spin: 37.0 kcal/mol
- Kohn-Sham gap: 8.41 eV

Geometry as XYZ:
```
10
Properties=species:S:1:pos:R:3:nbo_charge:R:1
P -0.206 -0.305 -1.772 0.55
N -0.021 0.751 -0.097 -0.36
C -1.145 0.975 0.550 -0.38
P -1.083 1.287 2.185 0.48
C 0.613 0.965 1.939 -0.36
N 1.082 0.982 0.696 -0.27
H -0.905 0.609 -2.600 -0.03
H 1.027 0.075 -1.907 -0.03
H -1.904 0.878 -0.095 0.19
H 1.331 1.271 2.641 0.21
```

=====

# 7
ORCA calculation (the ωB97M-V functional and the def2-TZVPD basis) on C56H70O2P3RuSe2Si as an isolated structure at a distorted geometry.

- Maximum force: 0.055 hartree/bohr
- Net charge: +1
- Kohn-Sham gap (alpha / beta): 6.43 / 6.47 eV

Geometry as XYZ:
```
135
Properties=species:S:1:pos:R:3:lowdin_charge:R:1
Ru 0.694 -0.594 -0.513 0.48
C 3.854 -0.882 1.304 -0.24
Si 2.184 -0.034 1.298 0.50
C 1.491 -0.622 2.935 -0.32
C 2.176 -0.367 4.126 -0.10
C 1.774 -0.935 5.316 -0.06
C 0.688 -1.804 5.329 -0.06
C 0.023 -2.097 4.156 -0.08
C 0.410 -1.490 2.957 -0.37
P -0.331 -1.882 1.330 1.07
C -0.169 -3.705 1.296 -0.41
C -0.648 -4.471 0.057 -0.23
C -0.741 -5.965 0.391 -0.17
C 0.305 -6.389 1.425 -0.19
C 1.573 -5.568 1.240 -0.18
C 1.310 -4.076 1.519 -0.19
C -2.097 -1.276 1.407 -0.39
C -3.075 -2.053 2.315 -0.18
C -3.762 -3.233 1.651 -0.19
C -4.448 -2.802 0.368 -0.18
C -3.459 -2.163 -0.601 -0.18
C -2.733 -0.985 0.040 -0.20
C 2.397 1.825 1.079 -0.29
C 3.694 2.313 0.931 -0.08
C 3.941 3.671 0.800 -0.07
C 2.888 4.560 0.826 -0.06
C 1.590 4.095 0.962 -0.09
C 1.329 2.736 1.061 -0.40
P -0.349 2.043 1.216 1.10
C -0.945 2.718 2.835 -0.44
C -0.236 2.138 4.062 -0.20
C -0.537 2.949 5.331 -0.18
C -1.872 3.668 5.227 -0.20
C -1.838 4.691 4.088 -0.18
C -0.910 4.247 2.951 -0.21
C -1.538 2.855 0.018 -0.47
C -1.090 4.115 -0.730 -0.24
C -2.072 4.429 -1.846 -0.19
C -3.484 4.610 -1.306 -0.20
C -3.931 3.401 -0.499 -0.19
C -2.944 3.076 0.612 -0.21
H 4.331 -0.748 2.272 0.04
H 4.534 -0.545 0.531 0.00
H 3.704 -1.950 1.169 0.02
H 3.039 0.284 4.124 0.11
H 2.308 -0.724 6.227 0.11
H 0.380 -2.273 6.252 0.11
H -0.775 -2.818 4.186 0.10
H -0.754 -4.023 2.173 0.11
H 0.085 -4.289 -0.752 0.08
H -1.595 -4.109 -0.335 0.08
H -0.592 -6.532 -0.531 0.10
H -1.746 -6.209 0.744 0.11
H 0.513 -7.456 1.337 0.11
H -0.072 -6.242 2.440 0.11
H 1.938 -5.698 0.220 0.12
H 2.370 -5.922 1.899 0.11
H 1.924 -3.464 0.843 0.09
H 1.614 -3.821 2.537 0.11
H -1.899 -0.298 1.897 0.08
H -3.849 -1.331 2.600 0.13
H -2.602 -2.350 3.248 0.09
H -4.475 -3.682 2.345 0.12
H -3.039 -4.001 1.431 0.09
H -5.220 -2.069 0.616 0.12
H -4.959 -3.643 -0.099 0.12
H -3.987 -1.804 -1.489 0.12
H -2.733 -2.895 -0.963 0.08
H -3.455 -0.191 0.197 0.11
H -1.983 -0.592 -0.665 0.07
H 4.528 1.631 0.923 0.10
H 4.951 4.026 0.681 0.11
H 3.070 5.619 0.732 0.11
H 0.782 4.806 0.971 0.09
H -1.992 2.403 2.874 0.10
H 0.842 2.147 3.886 0.10
H -0.524 1.102 4.196 0.10
H 0.248 3.688 5.492 0.12
H -0.514 2.288 6.199 0.11
H -2.122 4.164 6.163 0.11
H -2.663 2.935 5.055 0.11
H -1.503 5.657 4.464 0.11
H -2.845 4.845 3.696 0.11
H 0.118 4.548 3.159 0.11
H -1.193 4.746 2.027 0.08
H -1.710 2.072 -0.751 0.03
H -0.081 3.993 -1.123 0.06
H -1.054 4.959 -0.036 0.10
H -2.068 3.605 -2.569 0.11
H -1.753 5.319 -2.390 0.12
H -4.183 4.803 -2.120 0.11
H -3.508 5.496 -0.661 0.12
H -4.024 2.535 -1.159 0.12
H -4.921 3.575 -0.073 0.12
H -3.283 2.200 1.154 0.10
H -2.930 3.894 1.331 0.10
Se 2.776 -1.034 -1.776 0.54
P 2.258 0.655 -3.005 0.35
Se 0.417 1.272 -2.010 0.60
C 2.173 0.371 -4.759 -0.40
C 3.043 -0.544 -5.342 -0.08
C 3.029 -0.713 -6.714 -0.06
C 2.143 0.014 -7.493 -0.06
C 1.265 0.913 -6.905 -0.06
C 1.271 1.089 -5.535 -0.08
C 3.499 1.935 -2.700 -0.40
C 4.843 1.573 -2.635 -0.10
C 5.819 2.541 -2.485 -0.06
C 5.459 3.880 -2.405 -0.07
C 4.124 4.242 -2.475 -0.08
C 3.148 3.273 -2.623 -0.10
H 3.724 -1.130 -4.734 0.10
H 3.703 -1.418 -7.176 0.11
H 2.129 -0.127 -8.562 0.11
H 0.568 1.468 -7.514 0.11
H 0.571 1.772 -5.076 0.10
H 5.135 0.530 -2.676 0.09
H 6.858 2.252 -2.427 0.11
H 6.219 4.637 -2.288 0.11
H 3.840 5.279 -2.408 0.11
H 2.106 3.573 -2.660 0.09
O -0.268 -2.074 -1.473 -0.27
C -0.425 -2.065 -2.775 -0.58
O 0.033 -1.242 -3.545 -0.03
C -1.231 -3.247 -3.226 -0.14
C -2.292 -3.025 -4.094 -0.02
C -3.066 -4.085 -4.532 -0.07
C -2.765 -5.378 -4.130 -0.07
C -1.687 -5.605 -3.286 -0.06
C -0.932 -4.540 -2.826 -0.05
H -2.501 -2.016 -4.427 0.12
H -3.896 -3.905 -5.198 0.11
H -3.362 -6.205 -4.480 0.11
H -1.434 -6.610 -2.988 0.10
H -0.083 -4.719 -2.176 0.10
```

=====

# 8
ORCA calculation (the ωB97M-V functional and the def2-TZVPD basis) on C8H5Cl2HoNO3SY as an isolated structure at a distorted geometry.

- Maximum force: 0.194 hartree/bohr
- Net charge: +4
- ΔE to the lowest compared entry with this formula, charge and spin: 0.0 kcal/mol
- Kohn-Sham gap (alpha / beta): 4.99 / 5.13 eV
- Spin multiplicity: 5

Geometry as XYZ:
```
22
Properties=species:S:1:pos:R:3:nbo_charge:R:1
Ho 1.366 -4.037 -1.324 1.93
Y 0.047 -1.060 -0.130 1.80
Cl 0.664 -2.029 -2.821 -0.44
Cl 2.262 -2.539 0.704 -0.48
C -0.179 -0.819 2.095 0.30
C -0.195 -5.181 -2.580 0.35
C 1.205 -5.880 0.022 0.34
O -0.287 -0.627 3.244 -0.18
O -0.832 -5.755 -3.362 -0.15
O 1.330 -6.840 0.658 -0.14
S -0.768 0.866 -1.926 -0.10
C -0.565 1.897 -0.566 -0.03
N 0.371 2.894 -0.748 -0.46
C 0.489 3.942 0.126 0.18
C -0.312 3.972 1.265 -0.19
C -1.223 2.948 1.481 -0.06
C -1.363 1.885 0.601 -0.28
H 0.921 2.859 -1.603 0.47
H 1.214 4.676 -0.147 0.28
H -0.206 4.795 1.937 0.30
H -1.860 2.965 2.366 0.29
H -2.078 1.067 0.706 0.25
```